(1)
A 14-piece molecular cluster, C3H36N2O13S overall in a non-equilibrium geometry, computed with ωB97M-V/def2-TZVPD.

Geometry (Å):
C: -0.21525 -1.45028 0.26025
C: 0.83117 -0.80318 -0.65721
S: 1.73958 -1.95416 -1.72379
N: -0.52938 -0.65403 1.45785
C: -1.95744 -0.49795 1.69305
N: -2.22635 -0.41598 3.14415
H: -1.06184 -1.61797 -0.38304
H: 0.17264 -2.40334 0.62928
H: 1.51317 -0.22375 -0.03254
H: 0.36763 0.01458 -1.21740
H: 0.71961 -2.13678 -2.57422
H: 0.09145 0.11196 1.65867
H: -2.40871 0.41662 1.29465
H: -2.56082 -1.33647 1.36981
H: -1.69710 -1.07362 3.70271
H: -1.91373 0.49217 3.46098
H: 3.77907 0.32569 -1.09360
H: 3.42252 1.25543 -0.02992
O: 3.61585 1.26116 -0.99147
H: -1.20604 2.68116 3.11446
H: 0.20161 2.14367 3.17645
O: -0.64656 2.10302 3.64497
H: 2.36310 2.51837 -1.45568
H: 1.04177 2.88245 -0.98822
O: 1.54801 2.91528 -1.82372
H: -2.27519 -3.62120 1.83801
H: -3.28725 -4.16711 0.77415
O: -2.39771 -4.24327 1.11774
H: 3.63982 0.51399 2.25138
H: 2.48473 1.48005 1.82628
O: 2.93796 0.63316 1.61333
H: -2.25348 1.64138 -1.72034
H: -3.29003 2.77184 -1.35306
O: -2.45184 2.39295 -1.08187
H: -1.90781 -0.33352 -2.50827
H: -1.36482 0.97700 -3.17694
O: -2.17090 0.51853 -2.90036
H: 0.15513 2.57644 -3.09096
H: 0.85812 2.03879 -4.33581
O: -0.01008 2.23446 -3.98215
H: 1.04511 2.93888 1.07574
H: 1.54142 3.79270 2.10132
O: 1.39190 2.84791 1.99286
H: -0.92845 3.19690 -0.00416
H: -0.43327 4.41637 -0.69650
O: -0.22961 3.87283 0.07119
H: -0.30583 -4.65708 -1.10549
H: -1.73163 -4.75402 -0.59221
O: -1.21030 -4.75074 -1.41316
H: 2.47021 -1.68959 3.93133
H: 0.92283 -1.50307 3.62390
O: 1.66112 -1.23254 4.16212
H: -1.94949 -2.76199 -1.92290
H: -1.65917 -2.49183 -3.39095
O: -1.45550 -2.18910 -2.51476

The calculation puts the lowest unoccupied orbital energy at 0.05 eV. The calculation puts the strongest force on any atom at 2.72 eV/A. For the HOMO energy, the calculation gives -0.31453 hartree. The energy relative to the best compared isomer or geometry (same formula, charge and spin) is 2.2479 eV.

=====

(2)
A 15-piece molecular cluster, C3H36NO15S2 overall in a non-equilibrium geometry, computed with ωB97M-V/def2-TZVPD.

Geometry (Å):
N: 0.79271 -0.81998 -0.67116
C: -0.22016 0.04758 -1.29542
C: -1.70424 -0.30700 -0.60697
O: -1.28523 -0.57202 0.67544
C: -0.27080 -0.17661 -2.83040
S: 0.95976 0.96552 -3.70152
S: 0.06047 2.53762 -4.27119
H: 0.99399 -0.59049 0.27087
H: 0.40217 -1.68955 -0.53392
H: -0.14961 1.08911 -0.86700
H: -2.37369 0.60144 -0.73312
H: -2.09737 -1.20530 -0.91743
H: -1.24573 -0.14286 -3.26654
H: 0.08819 -1.13777 -3.07088
H: 2.30336 3.10261 2.23210
H: 1.65026 -0.37520 2.46732
H: 2.38601 0.42910 3.60234
O: 2.49976 -0.19597 2.83343
H: -3.80031 2.40571 -1.23273
H: -3.38688 1.93123 -2.55450
O: -4.14077 1.73702 -1.88669
H: -1.47782 1.03231 2.95251
H: -1.15468 0.60158 1.45415
O: -0.71168 1.00026 2.38913
H: 0.11091 4.10368 3.44416
H: -0.23822 3.96394 1.96107
O: -0.44914 4.38069 2.72324
H: 2.06343 -2.76521 2.77984
H: 3.27399 -1.95162 2.62248
O: 3.02730 -2.83652 2.52657
H: -1.43422 -3.55231 0.69995
H: -1.08522 -2.20068 0.75481
O: -0.64960 -3.02293 0.70014
H: 1.28769 -4.87059 -1.08308
H: 1.60011 -4.04630 -2.12219
O: 1.19320 -4.82818 -2.00439
H: -0.24809 -0.82783 2.49214
H: -0.02034 -2.31775 2.29678
O: 0.15372 -1.60513 2.87608
H: -2.32669 4.05659 1.58349
H: -1.82804 2.76676 1.08643
O: -2.37978 3.49648 0.76654
H: 4.48991 2.26908 1.81877
H: 1.44098 2.00021 2.30831
O: 1.59141 2.76192 2.81375
H: -3.94784 1.03651 1.99687
H: -3.80587 2.45766 1.94739
O: -3.53110 1.73844 2.43704
H: 1.13452 -4.75875 1.30213
H: 2.58450 -4.41327 0.75629
O: 1.86143 -4.93742 0.63094
H: 3.73295 0.93092 1.72015
H: 1.69963 1.14618 -2.58027
O: 3.73887 1.88066 1.63613
H: -1.20204 -3.30988 -1.26493
H: -1.20607 -4.54645 -2.07742
O: -1.78280 -3.86189 -1.81586

As for the net charge: -1. The calculation puts the lowest unoccupied orbital energy at 2.42 eV. The calculation puts the strongest force on any atom at 6.83 eV/A. For the HOMO energy, the calculation gives -0.19727 hartree. The energy relative to the best compared isomer or geometry (same formula, charge and spin) is 1.0384 eV.

=====

(3)
A 16-piece molecular cluster, C3H36NO16S overall in a non-equilibrium geometry, computed with ωB97M-V/def2-TZVPD.

Geometry (Å):
O: 1.13896 -0.78855 -0.64576
C: 1.00992 0.12861 0.19384
N: 1.13027 -0.06771 1.50739
C: 1.36244 1.27263 2.29032
C: 2.61075 1.06714 3.10626
S: 2.16577 0.46768 4.81681
H: 1.15183 1.19769 -0.13560
H: 1.02979 -0.95493 1.98124
H: 0.42435 1.46720 2.76854
H: 1.61205 2.03629 1.56057
H: 3.13550 2.00833 3.22974
H: 3.24522 0.30299 2.62941
H: -1.62814 2.12763 3.48657
H: -2.14219 2.67632 1.99848
O: -2.17074 2.71393 2.95238
H: 1.02016 -2.46044 -2.83755
H: 0.34552 -3.01455 -3.88097
O: 0.74092 -3.36667 -3.06818
H: 2.57041 4.44645 -0.15949
H: 1.89437 3.50344 -1.03881
O: 2.59989 3.51168 -0.39149
H: 2.63554 -1.61624 3.40987
H: 1.80397 -2.92998 3.68180
O: 2.44800 -2.52433 3.09110
H: -4.20715 -1.53621 -0.78286
H: -2.83341 -1.07252 -0.78043
O: -3.69700 -0.78773 -1.11196
H: -3.17084 -2.05674 -3.09715
H: -1.75107 -1.52073 -2.88077
O: -2.40242 -1.71993 -3.56051
H: -3.28870 2.15834 -1.68118
H: -4.63339 1.77038 -1.16063
O: -4.02471 2.51732 -1.17538
H: -0.84611 -3.39461 -0.79604
H: -0.46638 -1.85880 -1.00468
O: -1.19162 -2.46329 -0.82186
H: -2.11395 0.01475 -4.11883
H: -1.31087 1.09151 -3.33713
O: -2.04269 0.97491 -3.94816
H: 1.12712 0.37972 -3.72111
H: 1.11196 0.23703 -2.15126
O: 0.58987 0.53050 -2.93956
H: 0.28761 4.57626 -1.20468
H: -0.06261 5.14231 0.33193
O: 0.55416 4.75516 -0.28647
H: 1.61122 -2.35864 0.17098
H: 1.64386 -2.98485 1.46223
O: 1.65933 -3.29347 0.51664
H: 0.75500 2.38015 -2.47739
H: -0.55943 3.05098 -2.72048
O: 0.31910 3.24722 -2.37867
H: -1.29086 -4.83829 0.86320
H: 0.11963 -4.28661 0.33648
O: -0.62015 -4.89724 0.17808
H: -0.43464 -1.32792 4.23181
H: 0.95692 -1.62244 4.82809
O: 0.07764 -2.01115 4.67129

As for the net charge: -1. The calculation puts the lowest unoccupied orbital energy at 1.89 eV. The calculation puts the strongest force on any atom at 3.78 eV/A. For the HOMO energy, the calculation gives -0.15876 hartree. The energy relative to the best compared isomer or geometry (same formula, charge and spin) is 3.2654 eV.

=====

(4)
A 15-piece molecular cluster, C3H36O14S2 overall in a non-equilibrium geometry, computed with ωB97M-V/def2-TZVPD.

Geometry (Å):
C: 0.11183 -0.60670 -1.77386
C: -0.63727 -0.56214 -0.45833
S: -0.24539 0.86234 0.65753
S: 0.24264 0.22939 2.49254
C: 1.96974 -0.23480 2.64714
H: 1.17214 -0.37986 -1.65616
H: -0.45722 -0.15281 -2.58220
H: 0.06112 -1.66530 -2.06011
H: -1.69644 -0.35482 -0.50091
H: -0.52480 -1.49373 0.07227
H: 2.50651 0.36915 3.36659
H: 2.07413 -1.25610 2.99367
H: 2.50992 -0.27249 1.71532
H: -4.66466 0.56866 2.97928
H: -3.77512 -0.00552 1.87743
O: -3.79468 0.77702 2.49857
H: -4.61016 -0.28534 0.09824
H: -4.41192 -1.62763 0.68648
O: -4.87064 -0.81295 0.90937
H: 4.71298 -0.28798 -2.36551
H: 3.94052 -1.08877 -3.46088
O: 4.42401 -1.24892 -2.60497
H: -3.73992 -3.87645 0.32087
H: -2.31303 -3.56996 0.14704
O: -3.17297 -3.17562 -0.05053
H: 0.63697 4.54096 0.13162
H: -0.18732 3.58001 -0.65847
O: 0.67592 3.94585 -0.64364
H: 2.24289 3.19512 -0.87286
H: 3.20615 3.39498 -2.13199
O: 3.14868 2.99201 -1.22922
H: -1.61072 -2.41412 3.42859
H: -0.92082 -3.56784 2.56947
O: -1.73885 -3.30376 3.01957
H: -0.96540 2.01647 -2.11338
H: -1.37872 1.85344 -3.65090
O: -1.59423 1.58967 -2.73693
H: -3.13499 2.27754 1.32550
H: -3.76899 3.15844 0.45378
O: -2.90219 3.10020 0.79792
H: 0.00040 4.20096 2.44729
H: -1.18895 3.26499 1.98784
O: -0.63585 4.03764 1.70619
H: 4.52418 -2.20591 -0.85187
H: 5.45106 -3.16223 -0.28243
O: 4.61091 -2.75904 -0.05967
H: 2.56562 -4.42106 -0.94601
H: 3.16247 -4.39635 0.34068
O: 2.60479 -5.00628 -0.15040
H: -3.01933 0.67708 -2.03040
H: -4.49473 0.17219 -2.28736
O: -3.82792 0.34909 -1.57495
H: 4.79451 0.46332 -0.03230
H: 4.10603 1.63249 -0.97504
O: 4.82709 0.94548 -0.92958

The calculation puts the lowest unoccupied orbital energy at -0.02 eV. The calculation puts the strongest force on any atom at 2.78 eV/A. For the HOMO energy, the calculation gives -0.32270 hartree. The energy relative to the best compared isomer or geometry (same formula, charge and spin) is 0.0000 eV.

=====

(5)
A 16-piece molecular cluster, C3H37O16 overall in a non-equilibrium geometry, computed with ωB97M-V/def2-TZVPD.

Geometry (Å):
C: -2.11436 -0.67420 -0.15407
C: -1.00936 -0.08320 0.76393
C: -0.04936 -1.14120 1.38093
O: -0.40736 0.92380 -0.01507
H: -1.75936 -1.51420 -0.77507
H: -2.60736 0.08380 -0.78307
H: -2.96936 -1.09420 0.31893
H: -1.45836 0.47080 1.60193
H: -0.55536 -1.87720 1.96493
H: 0.66964 -0.57120 1.92693
H: 0.41964 -1.62920 0.56293
O: 0.19164 -3.87620 -1.14507
H: -0.15336 -3.04220 -0.79707
H: -0.17436 -4.11120 -1.99107
O: 0.39064 3.47280 -1.27507
H: 0.77764 2.81280 -1.84007
H: -0.48236 3.14380 -0.99207
O: 0.27164 2.74880 1.63493
H: -0.07836 2.03680 1.05793
H: -0.32436 2.62880 2.38293
O: -2.27336 2.66680 -0.49207
H: -2.56436 3.01480 0.36893
H: -1.72436 1.86880 -0.36307
O: -0.33836 0.19180 -2.52907
H: 0.23564 0.74180 -2.95907
H: -0.27936 0.36180 -1.59307
O: -4.39036 2.14480 -2.43807
H: -3.93436 2.29280 -1.63007
H: -4.30836 2.98780 -3.02207
O: 2.24964 -3.56120 1.60593
H: 1.34364 -3.58220 1.40393
H: 2.22064 -3.13320 2.48293
O: 1.97264 -1.47120 -2.48307
H: 1.20064 -0.88520 -2.63407
H: 2.28364 -1.32520 -1.56507
O: 2.65964 -1.68320 3.49093
H: 3.16564 -1.11020 4.09393
H: 1.99464 -1.05220 3.24793
O: 3.26364 -1.46220 0.20793
H: 4.08464 -1.37420 0.63593
H: 2.94064 -2.21320 0.69293
O: 0.48964 0.29280 4.65593
H: 1.16264 0.62880 4.07093
H: -0.29636 0.79480 4.43493
O: 2.42564 1.20980 2.66793
H: 3.20464 0.86780 2.18893
H: 2.02664 1.67380 1.91693
O: 2.18664 1.10780 -0.20107
H: 2.55264 0.31080 0.19193
H: 1.25664 1.11280 -0.10207
O: -2.35936 1.42280 -4.04607
H: -1.61536 1.01180 -3.67507
H: -3.09036 1.32780 -3.42107
O: -2.22636 -1.34420 -3.41807
H: -2.52736 -1.71720 -2.65907
H: -1.57036 -0.82620 -2.95607

As for the net charge: -1. The calculation puts the lowest unoccupied orbital energy at 2.37 eV. The calculation puts the strongest force on any atom at 4.65 eV/A. For the HOMO energy, the calculation gives -0.25008 hartree. The energy relative to the best compared isomer or geometry (same formula, charge and spin) is 2.2682 eV.

=====

Number 1: electronic energy -1621.707075 Ha. Number 2: electronic energy -2115.577716 Ha. Number 3: electronic energy -1792.737288 Ha. Number 4: electronic energy -1985.593510 Ha. Number 5: electronic energy -1340.391935 Ha.